Record 1
Molecular formula: C19H46N6O6
Method: DFT, wB97M-V/def2-TZVPD

E_tot ... -1531.399320 Ha
Highest occupied orbital energy ... -7.9 eV
LUMO energy ... -0.61 eV
Kohn-Sham gap ... 7.33 eV
Energy relative to the best compared isomer or geometry (same formula, charge and spin) ... 0.0 kJ/mol

The geometry in XYZ format:
```
77
Properties=species:S:1:pos:R:3:forces:R:3
O -6.248 -2.068 2.208 1.7942 1.2436 -0.8905
O 0.401 -1.696 3.392 -1.5535 1.3634 -0.5235
O 1.882 -3.260 3.315 0.8414 -1.2068 -0.6635
O 3.797 0.773 -1.070 0.6466 0.1801 -1.1205
O -3.410 -2.627 -0.643 1.6878 -0.6957 1.7400
O 1.505 0.984 0.443 1.0017 -0.4225 -0.2588
N -5.494 1.790 -0.650 2.0752 -1.7198 -1.3335
N -1.155 -2.644 -0.540 1.2797 -0.6234 0.4154
N -4.254 -1.101 2.793 -0.0187 0.0805 -0.9922
N 3.108 5.445 -1.344 0.7530 0.1513 -1.2121
N 2.486 1.187 -3.785 -0.5294 -0.0409 -2.2635
N 2.745 -0.778 2.073 2.2007 -0.6723 0.1280
C 1.666 1.769 -4.952 -0.5122 0.2983 1.6927
C -0.989 -2.280 -1.953 -0.0755 0.3155 0.6181
C 0.085 -2.848 0.266 -0.5109 -0.2108 -1.2187
C -4.363 -1.481 4.163 0.0778 0.4613 0.9898
C 3.722 0.640 -4.468 0.8763 0.7938 1.5985
C 1.678 0.018 -3.260 0.5853 -0.2364 -0.1656
C -3.555 0.380 -1.781 -0.7863 0.2781 0.6037
C 0.113 -3.582 4.854 -0.5448 -0.2216 0.5244
C -5.206 -1.453 1.904 -1.3498 -1.2305 0.7445
C -4.664 1.140 -1.164 -1.6457 1.6452 1.0278
C 2.473 5.219 -0.428 -0.6416 -0.1867 1.2938
C 0.167 1.280 0.403 0.2229 0.5089 0.6882
C 3.816 2.033 -1.735 0.6369 -1.2709 0.4954
C 0.794 -2.821 3.732 1.4936 0.3692 1.4171
C -0.445 1.558 1.788 -0.0770 -0.3818 -0.2029
C 1.644 4.917 0.728 -0.2113 0.1217 0.4279
C -2.359 -2.864 0.009 -1.9959 0.9035 -2.3574
C 2.680 2.268 -2.717 -0.1205 0.0866 0.5236
C -3.024 -0.496 2.336 0.8875 0.1279 0.4303
H 4.755 2.092 -2.288 0.1249 -0.1059 -0.0551
H 0.733 -3.494 -0.327 0.1471 -0.0957 0.0721
H -2.322 -3.249 1.038 -0.1680 0.1071 -0.0949
H -3.932 -0.601 -2.066 0.2135 -0.0016 -0.0741
H 1.436 0.969 -5.653 0.2972 0.2110 -0.0967
H 3.478 -0.100 -5.228 -0.1684 0.0043 0.3340
H 3.074 0.824 -0.431 -1.2775 0.0839 0.4677
H 2.142 2.662 -5.354 0.3077 -0.4055 -0.1946
H 0.608 -1.904 0.422 -0.1972 0.0768 0.2722
H 0.739 2.107 -4.489 -0.1329 -0.0228 -0.1760
H -1.906 -2.399 -2.528 -0.1358 0.0558 0.4122
H 2.884 3.250 -3.144 -0.1253 -0.1780 -0.6004
H 0.801 -4.232 5.394 0.0483 -0.4117 -0.6502
H -3.011 -0.104 1.319 -0.7455 -0.1991 -0.0705
H 2.421 -0.003 1.494 -1.5356 1.0654 -0.5901
H -4.155 -0.605 4.779 0.0380 0.0607 0.1398
H 3.421 -0.479 2.764 -0.0207 0.2049 0.2544
H 0.665 0.342 -3.026 0.2905 0.1360 0.4483
H -0.008 2.414 2.304 -0.0701 0.2906 -0.2786
H -0.224 -2.870 -2.459 0.1483 -0.2604 0.3669
H -4.870 -1.165 0.897 -0.6781 -0.1174 -0.1810
H 0.662 5.367 0.584 -0.1185 -0.3446 -0.1170
H 3.910 2.793 -0.959 -0.5923 0.5113 -0.4376
H 2.041 -1.339 2.551 -1.4959 -0.3721 0.5195
H -1.524 1.658 1.672 -0.0391 0.4718 0.1225
H -0.306 0.727 2.482 0.1867 -0.3200 -0.2373
H -2.175 -1.182 2.383 0.0656 -0.2264 0.1780
H -0.491 0.552 -0.087 0.0160 -0.9279 -0.0477
H -3.635 -2.239 4.457 0.0057 -0.1997 -0.1601
H -0.745 -4.116 4.446 0.0768 -0.3538 0.1019
H -5.375 -1.807 4.400 0.1110 -0.1198 -0.2847
H -0.284 -2.979 5.672 -0.1357 0.6598 -0.4553
H -0.010 2.144 -0.249 -0.1210 0.7502 -0.0815
H -2.804 0.256 -1.001 0.1878 -0.1119 -0.1945
H -0.131 -3.369 1.197 -0.0460 0.3659 0.0124
H 3.255 -1.424 1.482 0.0173 -0.2675 -0.1701
H 2.242 -0.445 -2.452 -0.3707 0.3903 0.3390
H -3.156 0.942 -2.625 -0.0037 -0.1075 0.0125
H 1.599 -0.741 -4.039 0.0621 0.2301 -0.2683
H 4.354 0.286 -3.653 -0.0696 -0.6882 -0.2377
H 1.706 2.323 -2.229 0.0501 -0.0822 0.1819
H 4.318 1.442 -4.904 -0.4448 0.2287 -0.1871
H -2.726 0.343 2.965 -0.2732 0.0071 0.2042
H 2.013 5.350 1.658 0.3913 0.1288 -0.2154
H -0.664 -1.238 -1.979 -0.0670 0.1635 -0.2156
H 1.597 3.840 0.893 -0.2407 -0.0928 -0.2242
```
Forces are in eV/Å.

---

Record 2
Molecular formula: C27H60FNO10
Method: DFT, wB97M-V/def2-TZVPD

E_tot ... -1971.495318 Ha
Highest occupied orbital energy ... -9.0 eV
LUMO energy ... 0.36 eV
Kohn-Sham gap ... 9.37 eV
Structure (SMILES) ... C[C@H](F)[C@H]1OC(=O)C[C@@H]1CCCCCN.COCCOC.COCCOC.COCCOC.COCCOC

The geometry in XYZ format:
```
99
Properties=species:S:1:pos:R:3:forces:R:3
F -7.279 -1.628 -6.693 0.9198 0.3908 2.0314
O 6.227 -1.138 5.940 0.3112 0.1189 0.1685
O 2.798 0.604 1.552 -0.1855 -0.1572 0.2119
O 8.994 -2.205 5.923 -0.3350 -0.1715 -0.0712
O -4.548 -4.263 -1.439 -0.0614 -0.0211 0.3430
O 2.593 1.555 4.354 0.3515 -0.0038 -0.2194
O -7.088 1.034 -5.187 -0.4395 1.2148 1.2550
O -8.315 2.139 -3.457 3.3287 -2.6117 -1.9296
O 4.401 6.340 -1.663 -0.2895 0.0275 0.2527
O 2.283 4.456 -0.790 0.1305 -0.0082 -0.3296
O -3.764 -6.623 0.175 -0.0916 0.0565 -0.3764
N -0.565 1.411 -0.071 -0.3044 -0.7698 -0.4952
C -1.955 0.862 -0.058 0.0023 0.1551 -0.2140
C -2.776 1.126 -1.432 -0.4318 -1.2698 0.6301
C 1.854 4.320 -2.137 -0.0526 -0.0142 0.1692
C -2.874 -5.818 -0.595 -0.0800 0.1641 0.5372
C 3.687 4.247 -0.643 -0.1836 0.2764 0.4597
C -5.704 -4.101 -0.629 -0.0004 0.0412 -0.2188
C -2.528 1.275 -4.118 0.1835 -0.3327 -0.0399
C -7.386 1.420 -3.856 0.4623 -0.5284 0.4434
C 8.300 -1.692 4.788 0.2843 0.3942 0.2949
C -2.003 0.637 -2.745 0.7554 0.4186 0.6369
C -6.190 0.722 -3.006 -0.4572 -0.4275 1.1686
C 3.906 1.078 4.607 -0.1903 -0.0125 0.1493
C 4.426 5.568 -0.464 0.1929 -0.2526 -0.4738
C 7.315 -0.601 5.189 -0.2931 -0.4169 -0.2630
C -4.093 1.592 -4.164 0.1090 -0.4786 -2.0486
C -3.355 -4.374 -0.663 0.0499 -0.2096 -0.5155
C 8.502 -3.474 6.329 0.1274 0.0773 0.0196
C -5.024 0.258 -4.037 -1.6920 2.1732 0.4432
C -6.024 0.024 -5.299 -0.7567 -0.4914 -0.1871
C 2.529 2.383 3.194 -0.5035 -0.2675 0.1085
C -4.589 -7.447 -0.636 0.0417 -0.0146 0.1403
C 3.469 7.409 -1.597 0.1451 0.0021 -0.1674
C -6.865 -1.344 -5.334 0.2673 -0.6395 1.5991
C -6.108 -2.592 -4.645 -0.0820 -0.3051 -1.1949
C 6.347 -0.867 7.329 -0.1962 -0.0808 -0.0531
C 1.923 1.634 2.013 0.5098 0.3087 -0.0077
C 2.376 -0.687 1.965 0.1931 0.0607 -0.1491
H -2.739 -6.233 -1.599 -0.0837 0.0821 0.0192
H 2.480 7.063 -1.290 -0.0040 0.0069 0.0666
H -5.699 -3.108 -0.168 -0.0559 -0.0281 0.1216
H 7.819 0.197 5.745 0.0337 -0.1155 0.0071
H 5.576 -1.436 7.853 0.0155 0.0385 -0.1338
H -1.905 -5.841 -0.088 0.0176 0.0344 -0.0392
H -5.765 -4.870 0.144 0.0244 0.0315 0.0433
H -5.927 1.513 -2.231 0.1304 -1.1410 -1.0231
H 6.181 0.198 7.518 0.0770 0.0175 0.0932
H -1.855 -0.269 0.151 -0.3216 1.7456 -0.3493
H 3.853 0.333 5.402 -0.0456 0.0756 -0.0586
H -2.264 0.522 -4.950 -0.5488 1.1625 1.1119
H -7.824 -1.193 -4.713 1.3319 -0.0663 -1.2912
H 6.888 -0.161 4.281 0.0444 0.0168 -0.0222
H -5.095 -6.868 -1.414 0.0448 -0.0179 -0.0167
H -6.413 -2.756 -3.559 0.2878 0.4217 -1.5066
H -4.972 -2.499 -4.677 -1.5258 -0.1290 -0.0806
H -0.895 0.941 -2.624 -1.6462 -0.4730 -0.2877
H 3.390 7.853 -2.592 0.0972 -0.0829 0.0619
H 3.825 3.642 0.259 0.0492 -0.0257 -0.0203
H 0.815 4.648 -2.199 0.0527 -0.0149 0.1056
H 1.880 3.229 3.443 0.0056 0.0189 -0.0651
H -1.914 2.220 -4.369 -1.1047 -1.3388 0.5367
H 4.343 0.612 3.720 0.0119 0.0318 0.0028
H -3.717 0.458 -1.344 1.1630 1.2913 -0.1548
H 2.197 -0.727 3.042 -0.0674 0.0076 0.0058
H 5.477 5.355 -0.245 -0.0199 -0.0312 0.0424
H -2.591 -3.773 -1.166 0.0406 -0.0097 0.0309
H 4.544 1.904 4.942 0.1131 -0.0430 -0.0423
H 1.467 -0.973 1.425 -0.0807 -0.0624 0.0989
H 7.793 -2.494 4.241 -0.0588 0.0602 0.0853
H -4.431 2.423 -3.456 0.6542 -1.3844 -0.7989
H 9.054 -1.257 4.124 -0.0399 0.0121 -0.0323
H -4.308 1.993 -5.228 0.4099 -0.3734 1.6191
H -6.399 -3.521 -5.256 0.4314 1.2903 1.0458
H 7.323 -1.167 7.715 0.0352 0.0528 -0.0077
H 8.780 -4.235 5.592 -0.0938 -0.0620 0.0366
H 1.792 2.335 1.183 -0.0893 0.0095 0.0573
H -3.114 2.213 -1.457 0.5819 -1.3252 -0.1581
H -3.501 -3.962 0.341 -0.0213 -0.1163 -0.0266
H -2.481 1.349 0.843 0.4558 -0.8439 -1.5035
H 3.518 2.780 2.940 -0.0076 -0.0900 -0.0175
H 3.166 -1.399 1.717 -0.0225 0.1171 -0.0358
H 3.828 8.176 -0.903 -0.1133 0.0350 0.0432
H 7.417 -3.463 6.457 0.0138 -0.0122 -0.0475
H 8.963 -3.728 7.285 0.0463 0.0914 -0.0885
H 1.911 3.270 -2.442 0.0250 0.0228 -0.1191
H 0.053 0.722 -0.531 -0.3816 0.8034 0.2866
H -1.984 -0.518 -2.752 -0.2637 1.7580 -0.1197
H 2.454 4.934 -2.815 0.0108 -0.0512 0.0015
H -6.531 -0.190 -2.389 -0.0464 1.3907 -1.0544
H 0.940 1.228 2.269 0.1116 0.0637 -0.0028
H 4.015 6.135 0.377 -0.0672 -0.0709 -0.0667
H 4.091 3.684 -1.491 -0.0105 0.1105 0.0072
H -5.591 0.147 -6.344 -0.2741 0.0525 1.4643
H -6.584 -4.182 -1.271 0.1272 0.0051 -0.0281
H -5.344 -7.908 0.002 0.1190 0.0550 0.0413
H -4.405 -0.653 -3.763 -1.1053 1.1840 -0.1663
H -0.495 2.299 -0.586 -0.1204 -0.5827 0.3053
H -3.987 -8.238 -1.097 -0.0822 -0.0006 -0.0848
```
Forces are in eV/Å.

---

Record 3
Molecular formula: C2H2N2Si
Method: DFT, wB97M-V/def2-TZVPD

E_tot ... -476.369111 Ha
Highest occupied orbital energy ... -12.6 eV
LUMO energy ... -0.17 eV
Kohn-Sham gap ... 12.39 eV
Energy relative to the best compared isomer or geometry (same formula, charge and spin) ... 35.8 kJ/mol
Structure (SMILES) ... N#C[SiH2]C#N

The geometry in XYZ format:
```
7
Properties=species:S:1:pos:R:3:forces:R:3
Si -0.382 -0.174 -0.071 -1.6166 -1.3443 1.6343
N -1.051 -3.048 0.180 -0.8876 -3.9949 0.8628
N -3.156 1.014 -0.047 -2.9783 1.5245 -0.4227
C -0.836 -1.985 -0.098 1.2816 4.0641 -1.4344
C -2.236 0.407 0.185 4.9627 -1.1795 0.2454
H 0.212 0.491 -1.193 -0.0345 0.1378 -0.6627
H 0.624 -0.328 1.043 -0.7272 0.7923 -0.2226
```
Forces are in eV/Å.

---

Record 4
Molecular formula: C2H6BClO2
Method: DFT, wB97M-V/def2-TZVPD

E_tot ... -715.408339 Ha
Highest occupied orbital energy ... -10.3 eV
LUMO energy ... 0.23 eV
Kohn-Sham gap ... 10.56 eV
Energy relative to the best compared isomer or geometry (same formula, charge and spin) ... 31.0 kJ/mol
Structure (SMILES) ... C[C@@H](Cl)B(O)O

The geometry in XYZ format:
```
12
Properties=species:S:1:pos:R:3:forces:R:3
Cl 1.952 -0.266 1.182 -0.7856 -0.0105 -0.6064
O -0.321 1.398 -0.682 -2.2446 2.1293 -1.8266
O -0.905 1.387 1.618 -0.1161 -5.8450 0.2041
C 0.218 -0.699 0.450 1.7483 -0.1073 0.5757
C 0.383 -1.260 -0.947 -1.5046 -2.3403 -0.2066
B -0.452 0.749 0.496 0.5512 0.2582 0.6802
H -1.030 2.099 -0.904 1.9952 -1.5432 0.8092
H -0.001 -1.463 1.175 -0.7265 -0.0459 0.1279
H -0.907 2.273 1.637 -0.0815 4.9636 -0.1489
H -0.674 -1.716 -1.226 2.1073 0.6216 0.4719
H 1.206 -2.016 -1.164 -1.1861 0.7160 0.9052
H 0.530 -0.486 -1.635 0.2430 1.2034 -0.9858
```
Forces are in eV/Å.

---

Record 5
Molecular formula: C5H13N2
Method: DFT, wB97M-V/def2-TZVPD

E_tot ... -307.288786 Ha
Highest occupied orbital energy ... -13.3 eV
LUMO energy ... -9.03 eV
Kohn-Sham gap ... 4.24 eV
Energy relative to the best compared isomer or geometry (same formula, charge and spin) ... 873.8 kJ/mol
Total charge ... +1

The geometry in XYZ format:
```
20
Properties=species:S:1:pos:R:3:forces:R:3
N -2.164 0.382 -0.343 -1.3686 -2.9837 1.8497
N 0.147 1.248 0.750 -2.7964 0.7690 -2.4367
C 1.121 -1.056 0.858 0.2873 0.5393 -0.0859
C -1.336 -0.597 0.398 -2.9690 0.8017 -2.6162
C 2.791 0.138 -0.626 -1.3825 -0.4436 1.5996
C 2.548 -0.669 0.451 -0.1473 0.7291 -1.7062
C 0.058 -0.085 0.220 2.4255 0.8449 -0.6128
H -0.568 1.862 0.173 2.1911 -1.0148 1.2269
H -3.698 1.214 -2.785 0.1806 1.4098 1.4555
H 1.981 0.732 -1.122 1.0880 -0.7418 0.4032
H 0.924 -0.993 1.952 0.2887 -0.1077 -0.4918
H -1.558 -1.598 0.015 -0.2425 -0.1944 0.4833
H -0.255 1.260 1.657 0.2634 0.3302 1.5614
H 0.069 0.074 -0.851 1.1103 -0.6025 -0.3021
H -3.205 -0.077 -0.475 2.8647 1.1901 0.1067
H 1.037 -2.126 0.568 -0.4815 0.5956 0.1248
H -1.480 -0.507 1.448 -0.6326 -0.2114 1.3183
H -3.617 1.772 -2.201 -0.2259 -1.3902 -1.5235
H 3.795 0.239 -0.975 0.4056 0.2645 -0.2189
H 3.411 -1.211 0.887 -0.8588 0.2160 -0.1350
```
Forces are in eV/Å.

---

Record 6
Molecular formula: C5H8FN
Method: DFT, wB97M-V/def2-TZVPD

E_tot ... -349.836413 Ha
Highest occupied orbital energy ... -10.2 eV
LUMO energy ... 0.99 eV
Kohn-Sham gap ... 11.22 eV
Energy relative to the best compared isomer or geometry (same formula, charge and spin) ... 217.6 kJ/mol
Structure (SMILES) ... C[C@H]1C[C@@H]1F.C#N

The geometry in XYZ format:
```
15
Properties=species:S:1:pos:R:3:forces:R:3
F 2.008 1.292 -0.008 1.2787 -0.3970 -0.2351
N -1.277 -0.351 3.327 -1.1347 0.4928 0.1495
C -0.144 -0.361 3.236 0.5597 -0.8564 -0.2089
C 0.223 1.035 -1.676 0.7117 -0.4806 -0.3384
C -0.867 -1.071 -0.565 3.2433 -1.4550 -1.1209
C 0.367 -0.285 -0.888 1.2880 -1.2001 -1.2177
C 0.719 0.940 -0.245 -1.2287 3.3702 2.0363
H -0.807 1.311 -1.794 -0.3515 0.3333 -0.0189
H -0.562 -1.930 0.060 -0.4683 -0.3235 -1.0877
H 1.236 -0.917 -1.155 -0.4609 0.5460 -0.0077
H 0.855 -0.680 3.097 0.6031 0.3728 0.0185
H 0.169 1.429 0.659 0.1923 -1.2069 -1.9564
H -1.448 -0.566 0.056 -2.8815 2.6234 2.5683
H -1.332 -1.145 -1.522 -0.7614 -1.3143 -0.3284
H 0.861 1.300 -2.582 -0.5898 -0.5048 1.7474
```
Forces are in eV/Å.